[1]
C8H18AgO4 as an isolated structure at a distorted geometry. Source: the Open Molecules 2025 dataset; level of theory: ωB97M-V/def2-TZVPD.

The HOMO energy (alpha / beta) is -0.4304 / -0.4598 hartree. Its total charge is +1. The expectation value of S² is 2.013. The spin multiplicity is 3. For the LUMO energy (alpha / beta), the calculation gives -4.06 / -4.61 eV. For the frontier orbital gap (alpha / beta), the calculation gives 7.6554 / 7.9065 eV.

XYZ file:
```
31
C8H18AgO4 ωB97M-V/def2-TZVPD
C 2.004 2.118 1.586
O 1.603 0.962 0.845
C 1.290 1.239 -0.534
C 0.890 -0.019 -1.238
C 1.911 -1.105 -1.395
O 2.109 -1.792 -0.138
C 2.908 -2.973 -0.253
Ag 1.527 -0.904 1.556
H 2.218 1.797 2.610
H 2.908 2.544 1.130
H 1.189 2.853 1.585
H 2.185 1.688 -0.997
H 0.472 1.972 -0.556
H 0.332 0.170 -2.157
H 2.886 -0.703 -1.713
H 1.568 -1.848 -2.126
H 3.100 -3.343 0.759
H 2.358 -3.727 -0.830
H 3.855 -2.725 -0.751
H -0.787 -0.611 -0.644
O -5.014 1.026 1.935
C -4.026 1.561 1.176
C -3.524 0.682 0.037
O -2.830 -0.438 0.553
C -2.048 -1.099 -0.376
H -3.137 1.847 1.797
H -4.344 2.527 0.704
H -2.850 1.265 -0.622
H -4.380 0.336 -0.573
H -1.836 -2.109 -0.010
H -2.536 -1.191 -1.359
```

***

[2]
C8H18BF6MgNO7S2 as an isolated structure at a distorted geometry. Source: the Open Molecules 2025 dataset; level of theory: ωB97M-V/def2-TZVPD.

The HOMO energy is -0.3413 hartree. For the LUMO energy, the calculation gives -4.01 eV. For the frontier orbital gap, the calculation gives 5.2770 eV.

XYZ file:
```
44
C8H18BF6MgNO7S2 ωB97M-V/def2-TZVPD
Mg 5.154 2.288 9.107
C 8.355 3.862 14.301
F 7.338 3.028 14.615
F 8.536 4.830 15.208
F 9.384 3.085 14.274
S 8.073 4.597 12.552
O 6.642 4.725 12.375
O 8.727 5.894 12.416
N 8.480 3.290 11.467
S 10.003 3.632 11.220
O 10.184 4.439 10.001
O 10.728 4.008 12.339
C 10.744 1.911 10.666
F 10.377 1.751 9.413
F 12.070 1.954 10.772
F 10.352 0.903 11.399
B 1.634 2.801 8.787
H 1.950 2.523 9.781
H 2.035 2.087 8.084
H 0.568 2.960 8.741
H 2.138 3.730 8.569
C 5.843 4.542 6.904
O 6.062 3.125 6.878
C 6.729 2.552 5.724
C 6.434 1.069 5.735
O 6.332 0.582 7.107
C 6.045 -0.811 7.162
C 5.915 -1.162 8.627
O 5.252 -0.056 9.271
C 4.605 -0.453 10.454
H 6.664 5.211 6.646
H 5.425 4.911 7.842
H 5.113 4.702 6.111
H 7.775 2.857 5.739
H 6.376 2.971 4.782
H 7.248 0.579 5.200
H 5.460 0.862 5.292
H 6.892 -1.443 6.895
H 5.115 -1.101 6.673
H 6.848 -1.453 9.111
H 5.267 -2.035 8.546
H 4.096 0.425 10.852
H 5.326 -0.854 11.166
H 3.822 -1.210 10.490
```

***

[3]
C8H18BeO5 as an isolated structure at a distorted geometry. Source: the Open Molecules 2025 dataset; level of theory: ωB97M-V/def2-TZVPD.

The HOMO energy (alpha / beta) is -0.4317 / -0.4248 hartree. Its total charge is +1. The expectation value of S² is 0.755. The spin multiplicity is 2. For the LUMO energy (alpha / beta), the calculation gives -2.65 / -6.45 eV. For the frontier orbital gap (alpha / beta), the calculation gives 9.0943 / 5.1045 eV.

XYZ file:
```
32
C8H18BeO5 ωB97M-V/def2-TZVPD
C 1.262 -2.088 -2.045
O -0.073 -2.120 -1.675
C 2.160 -1.766 -0.855
O 1.583 -0.617 -0.235
C 2.028 -0.230 1.068
C 1.004 0.523 1.927
O -0.330 0.114 1.571
C -1.340 0.728 2.354
Be -0.224 -0.676 -0.266
H 1.451 -1.329 -2.835
H 1.614 -3.054 -2.459
H 3.198 -1.548 -1.149
H 2.153 -2.582 -0.114
H 2.381 0.758 0.631
H 2.375 -1.118 1.613
H 1.050 1.598 1.685
H 1.179 0.293 2.986
H -2.283 0.208 2.154
H -1.124 0.630 3.427
H -1.418 1.791 2.080
O -2.008 -1.227 0.182
C -2.712 -0.298 -0.517
C -1.962 1.009 -0.734
O -0.589 0.706 -0.890
C 0.258 1.816 -1.157
H -3.727 -0.154 -0.107
H -2.896 -0.810 -1.499
H -2.103 1.672 0.135
H -2.341 1.532 -1.623
H 1.272 1.407 -1.250
H -0.051 2.308 -2.087
H 0.214 2.524 -0.315
```

***

[4]
C8H18Br6O6S2 as an isolated structure at a distorted geometry. Source: the Open Molecules 2025 dataset; level of theory: ωB97M-V/def2-TZVPD.

The HOMO energy is -0.2993 hartree. For the LUMO energy, the calculation gives -0.20 eV. For the frontier orbital gap, the calculation gives 7.9404 eV.

XYZ file:
```
40
C8H18Br6O6S2 ωB97M-V/def2-TZVPD
O 0.638 -1.631 -2.362
S -0.802 -1.497 -2.350
O -1.724 -2.600 -2.115
O -1.195 -0.381 -1.208
C -0.181 0.398 -0.593
C 0.786 -0.409 0.378
C -1.268 -0.594 -3.875
H -0.800 1.085 -0.016
H 0.315 0.986 -1.365
H 0.046 -0.945 0.973
H 1.152 0.270 1.148
H 1.553 -1.107 0.044
H -1.053 -1.166 -4.777
H -0.794 0.386 -3.941
H -2.329 -0.342 -3.867
O 1.110 1.971 0.904
S 0.715 2.893 1.969
O 0.954 4.291 1.978
O -0.846 2.609 2.299
C -1.700 2.153 1.333
C -2.340 3.171 0.374
C 1.393 2.238 3.494
H -2.459 1.596 1.883
H -1.160 1.611 0.557
H -2.496 4.222 0.614
H -3.345 2.884 0.066
H -1.840 3.228 -0.594
H 0.724 2.588 4.281
H 2.452 2.450 3.636
H 1.185 1.169 3.539
C -0.137 -3.737 1.281
Br -0.766 -5.532 0.892
Br -1.613 -2.776 2.097
Br 0.286 -2.536 -0.291
H 0.756 -3.783 1.905
C 2.828 -2.589 -1.697
Br 2.877 -3.532 0.059
Br 3.558 -3.888 -3.170
Br 3.727 -0.881 -1.647
H 1.794 -2.274 -1.838
```

***

[5]
C8H18Cl3MnO3 as an isolated structure at a distorted geometry. Source: the Open Molecules 2025 dataset; level of theory: ωB97M-V/def2-TZVPD.

The HOMO energy (alpha / beta) is -0.4155 / -0.4155 hartree. Its total charge is +1. The expectation value of S² is 8.758. The spin multiplicity is 6. For the LUMO energy (alpha / beta), the calculation gives -8.26 / -8.23 eV. For the frontier orbital gap (alpha / beta), the calculation gives 3.0493 / 3.0718 eV.

XYZ file:
```
33
C8H18Cl3MnO3 ωB97M-V/def2-TZVPD
Mn 12.155 -23.167 -29.558
Cl 13.336 -21.806 -31.115
Cl 13.496 -17.287 -33.473
C 12.796 -18.904 -33.557
C 11.295 -18.781 -33.812
Cl 10.376 -20.313 -33.827
H 13.102 -19.495 -32.699
H 13.101 -19.428 -34.467
H 11.139 -18.331 -34.787
H 10.891 -18.153 -33.018
C 19.034 -17.332 -30.439
O 17.985 -16.743 -31.241
C 16.712 -16.768 -30.624
C 16.152 -18.164 -30.520
O 16.691 -18.803 -29.360
C 16.265 -20.144 -29.255
C 17.097 -21.117 -30.089
O 18.440 -21.301 -29.715
C 18.625 -22.055 -28.551
H 19.072 -18.407 -30.586
H 18.882 -16.989 -29.414
H 19.921 -16.783 -30.758
H 16.049 -16.190 -31.272
H 16.648 -16.278 -29.646
H 16.481 -18.679 -31.429
H 15.058 -18.127 -30.466
H 15.200 -20.270 -29.489
H 16.361 -20.344 -28.183
H 17.175 -20.740 -31.112
H 16.591 -22.087 -30.206
H 19.697 -22.244 -28.433
H 18.226 -23.078 -28.590
H 18.326 -21.457 -27.683
```

***

[6]
A 5-piece molecular cluster, C8H18Cl8O3S3 overall at a distorted geometry. Source: the Open Molecules 2025 dataset; level of theory: ωB97M-V/def2-TZVPD.

The HOMO energy is -0.3200 hartree. For the LUMO energy, the calculation gives -0.13 eV. For the frontier orbital gap, the calculation gives 8.5734 eV.

XYZ file:
```
40
C8H18Cl8O3S3 ωB97M-V/def2-TZVPD
C 1.170 1.906 2.399
S 1.560 3.142 1.102
O 2.597 2.546 0.198
C -0.007 2.865 0.218
H 0.441 2.337 3.088
H 2.086 1.711 2.959
H 0.815 0.925 2.079
H 0.070 1.902 -0.279
H -0.107 3.662 -0.519
H -0.838 2.966 0.916
C 1.553 -3.618 -0.185
S 3.175 -2.924 0.305
O 3.476 -1.823 -0.668
C 2.652 -2.176 1.840
H 0.949 -3.735 0.710
H 1.562 -4.591 -0.679
H 1.139 -2.973 -0.961
H 1.797 -1.508 1.712
H 3.491 -1.570 2.182
H 2.399 -2.877 2.637
C 2.007 0.640 -3.804
S 0.384 0.941 -4.538
O 0.162 -0.106 -5.606
C -0.589 0.359 -3.074
H 2.083 1.212 -2.877
H 2.751 0.825 -4.574
H 2.100 -0.394 -3.465
H -1.441 -0.150 -3.521
H -0.893 1.287 -2.595
H -0.078 -0.407 -2.495
C -4.623 1.398 3.490
Cl -2.856 1.326 3.581
Cl -5.168 1.088 1.823
Cl -5.285 0.169 4.515
Cl -5.240 2.990 3.949
C -2.652 -1.504 0.027
Cl -4.184 -1.673 0.897
Cl -1.448 -2.598 0.692
Cl -2.994 -1.736 -1.685
Cl -2.013 0.164 0.205
```

***

Number 1: electronic energy -20762.817 eV. Number 2: electronic energy -68497.020 eV. Number 3: electronic energy -19217.258 eV. Number 4: electronic energy -462786.326 eV. Number 5: electronic energy -83607.211 eV. Number 6: electronic energy -147411.502 eV.